(1)
Formula: C20H31FeN3O5Pt
Source: OMol25
Level of theory: ωB97M-V/def2-TZVPD

Net charge ... +3
Strongest force on any atom ... 3.98 eV/A
HOMO level (alpha / beta) ... -16.448 / -16.446 eV
Orbital gap (alpha / beta) ... 5.125 / 2.913 eV
Spin multiplicity ... 8

Element x y z (Å)
1 Pt 3.54 0.76 -1.69
2 Fe 0.93 2.53 -0.39
3 O 1.39 0.71 -1.69
4 C 0.14 0.25 -2.22
5 C -1.15 0.89 -1.58
6 O -1.11 2.22 -0.97
7 H 0.08 -0.83 -2.30
8 H 0.18 0.54 -3.27
9 H -1.59 0.22 -0.85
10 H -1.96 0.77 -2.30
11 N 0.84 1.72 1.63
12 C -0.13 0.85 2.09
13 C -0.16 0.32 3.37
14 C 0.79 0.72 4.35
15 C 1.66 1.72 3.94
16 C 1.70 2.14 2.62
17 H -0.88 0.52 1.39
18 H -0.92 -0.41 3.58
19 H 0.94 0.31 5.34
20 H 2.42 2.18 4.56
21 H 2.50 2.84 2.45
22 N -3.23 -3.62 2.64
23 C -3.46 -2.96 1.42
24 C -2.47 -2.48 0.59
25 C -1.14 -2.49 1.06
26 C -0.90 -3.08 2.27
27 C -1.92 -3.65 3.03
28 H -4.51 -2.89 1.22
29 H -2.62 -2.04 -0.39
30 H -0.35 -2.10 0.45
31 H 0.12 -3.16 2.63
32 H -1.71 -4.22 3.92
33 N 3.36 -0.63 0.09
34 C 2.84 -1.86 0.00
35 C 2.62 -2.67 1.09
36 C 3.06 -2.35 2.34
37 C 3.77 -1.13 2.56
38 C 3.86 -0.37 1.37
39 H 2.40 -2.11 -0.96
40 H 2.16 -3.61 0.80
41 H 3.13 -3.02 3.18
42 H 4.00 -0.78 3.55
43 H 4.31 0.61 1.44
44 C -4.08 0.82 0.94
45 O -4.52 0.93 -0.44
46 H -3.99 -0.25 1.12
47 H -3.11 1.30 0.99
48 H -4.68 1.38 1.66
49 H -5.25 0.32 -0.55
50 C -2.79 1.22 -5.30
51 O -2.45 2.18 -4.34
52 H -3.63 1.57 -5.90
53 H -2.04 0.91 -6.03
54 H -3.11 0.28 -4.84
55 H -1.94 2.86 -4.80
56 C 2.86 2.78 -4.24
57 O 3.90 1.99 -3.60
58 H 2.83 3.81 -3.89
59 H 2.86 2.87 -5.33
60 H 1.89 2.44 -3.87
61 H 4.76 2.21 -3.96

(2)
Formula: C20H31GeKN2O2
Source: OMol25
Level of theory: ωB97M-V/def2-TZVPD

Net charge ... +2
Strongest force on any atom ... 5.55 eV/A
HOMO level ... -14.062 eV
Orbital gap ... 3.838 eV
Energy above the lowest of the compared OMol25 structures with the same formula, charge and spin ... 0.0 kJ/mol

Element x y z (Å)
1 K 1.04 -0.67 -2.29
2 O -4.60 -5.26 -0.30
3 C -4.64 -4.55 -1.55
4 C -3.58 -3.50 -1.58
5 C -3.67 -2.39 -2.48
6 C -2.62 -1.51 -2.58
7 N -1.48 -1.58 -1.86
8 C -1.52 -2.45 -0.84
9 C -2.50 -3.44 -0.71
10 C -0.58 -2.36 0.31
11 C -1.08 -2.50 1.60
12 C -0.16 -2.70 2.62
13 C -0.66 -3.06 3.97
14 O -2.06 -3.42 3.97
15 C 1.18 -2.53 2.35
16 C 1.60 -2.23 1.07
17 N 0.71 -2.00 0.09
18 H -5.49 -5.64 -0.18
19 H -5.58 -4.05 -1.74
20 H -4.51 -5.23 -2.38
21 H -4.55 -2.23 -3.07
22 H -2.69 -0.65 -3.28
23 H -2.52 -4.15 0.11
24 H -2.12 -2.78 1.73
25 H -0.53 -2.15 4.63
26 H -0.06 -3.85 4.32
27 H -2.30 -3.67 4.90
28 H 1.92 -2.57 3.13
29 H 2.68 -2.14 0.85
30 C 2.86 5.99 -3.51
31 C 2.41 4.53 -3.55
32 C 2.41 3.95 -2.11
33 C 2.26 2.44 -2.07
34 Ge 3.49 1.35 -0.81
35 C 2.66 1.71 1.08
36 C 1.17 1.41 1.34
37 C 0.66 2.25 2.59
38 C -0.80 2.03 2.98
39 H 3.13 6.47 -4.50
40 H 3.83 6.03 -2.98
41 H 2.08 6.58 -2.99
42 H 3.21 3.95 -3.98
43 H 1.52 4.37 -4.12
44 H 1.60 4.33 -1.44
45 H 3.35 4.33 -1.67
46 H 2.63 1.94 -3.03
47 H 1.25 2.07 -1.93
48 H 4.77 2.27 -0.49
49 H 2.89 2.82 1.12
50 H 3.18 1.11 1.87
51 H 1.01 0.37 1.65
52 H 0.43 1.68 0.61
53 H 0.78 3.36 2.47
54 H 1.26 2.02 3.48
55 H -1.48 2.04 2.09
56 H -1.13 2.81 3.69
57 H -1.02 1.05 3.43

(3)
Formula: C20H31N3O3S
Source: OMol25
Level of theory: ωB97M-V/def2-TZVPD

Strongest force on any atom ... 1.15 eV/A
HOMO level ... -8.013 eV
Orbital gap ... 8.549 eV
SMILES string ... CN(C)S(=O)(=O)c1ccc(N2CCCC2)c(C(=O)NCC2CCCCC2)c1
Energy above the lowest of the compared OMol25 structures with the same formula, charge and spin ... 162.2 kJ/mol

Element x y z (Å)
1 C 5.38 -4.35 1.23
2 N 4.23 -3.47 1.14
3 C 4.58 -2.07 1.03
4 S 3.14 -3.93 -0.08
5 O 3.56 -3.39 -1.35
6 O 2.97 -5.35 0.03
7 C 1.68 -3.09 0.46
8 C 1.14 -3.38 1.70
9 C 0.01 -2.72 2.13
10 C -0.62 -1.74 1.34
11 N -1.66 -1.03 1.85
12 C -2.21 0.19 1.30
13 C -2.92 0.84 2.48
14 C -3.43 -0.37 3.25
15 C -2.26 -1.34 3.14
16 C -0.09 -1.50 0.04
17 C -0.80 -0.71 -1.01
18 O -1.97 -0.86 -1.29
19 N 0.00 0.16 -1.67
20 C -0.50 0.99 -2.74
21 C -1.16 2.28 -2.22
22 C -1.74 3.09 -3.38
23 C -2.42 4.36 -2.87
24 C -1.43 5.21 -2.09
25 C -0.84 4.41 -0.93
26 C -0.16 3.15 -1.44
27 C 1.06 -2.17 -0.36
28 H 6.09 -4.18 0.42
29 H 5.87 -4.21 2.19
30 H 5.00 -5.37 1.16
31 H 5.17 -1.77 1.89
32 H 3.65 -1.50 1.00
33 H 5.14 -1.87 0.11
34 H 1.61 -4.13 2.31
35 H -0.39 -2.96 3.10
36 H -1.41 0.81 0.89
37 H -2.91 -0.03 0.49
38 H -3.72 1.51 2.16
39 H -2.21 1.41 3.09
40 H -3.68 -0.14 4.28
41 H -4.31 -0.78 2.76
42 H -2.58 -2.38 3.18
43 H -1.53 -1.16 3.95
44 H 0.96 0.28 -1.38
45 H 0.32 1.23 -3.42
46 H -1.25 0.41 -3.28
47 H -1.97 1.99 -1.55
48 H -0.94 3.36 -4.07
49 H -2.46 2.48 -3.93
50 H -2.82 4.93 -3.71
51 H -3.25 4.08 -2.23
52 H -1.93 6.11 -1.71
53 H -0.62 5.53 -2.75
54 H -0.12 5.02 -0.38
55 H -1.64 4.14 -0.23
56 H 0.67 3.42 -2.10
57 H 0.24 2.58 -0.60
58 H 1.47 -2.02 -1.35

(4)
Formula: C20H31N5O4
Source: OMol25
Level of theory: ωB97M-V/def2-TZVPD

Strongest force on any atom ... 0.25 eV/A
HOMO level ... -8.480 eV
Orbital gap ... 8.823 eV
SMILES string ... CC(C)Cn1[nH]c(CC(=O)N2CC(CN(C)C(=O)CC(=O)NC3CC3)C2)cc1=O
Energy above the lowest of the compared OMol25 structures with the same formula, charge and spin ... 152.1 kJ/mol

Element x y z (Å)
1 C 3.29 1.02 -1.83
2 C 4.38 -0.02 -2.09
3 C 3.81 -1.16 -2.94
4 C 5.00 -0.57 -0.80
5 N 4.08 -0.80 0.29
6 N 3.68 0.23 1.14
7 C 2.76 -0.35 2.01
8 C 2.22 0.48 3.14
9 C 1.24 -0.33 3.96
10 O 1.61 -1.08 4.85
11 N -0.04 -0.24 3.60
12 C -0.80 0.55 2.62
13 C -2.10 -0.09 3.20
14 C -2.92 -0.92 2.23
15 N -3.76 -0.12 1.35
16 C -5.03 0.29 1.91
17 C -3.30 0.19 0.11
18 O -2.18 -0.15 -0.25
19 C -4.26 0.95 -0.80
20 C -3.91 1.14 -2.28
21 O -4.81 1.37 -3.06
22 N -2.60 1.10 -2.61
23 C -2.19 1.25 -3.97
24 C -0.75 1.01 -4.29
25 C -1.80 0.04 -4.77
26 C -1.20 -0.91 4.17
27 C 2.48 -1.61 1.65
28 C 3.34 -1.94 0.51
29 O 3.42 -2.96 -0.16
30 H 2.45 0.57 -1.31
31 H 3.65 1.85 -1.22
32 H 2.93 1.42 -2.78
33 H 5.19 0.45 -2.65
34 H 3.02 -1.68 -2.40
35 H 3.39 -0.78 -3.87
36 H 4.57 -1.90 -3.19
37 H 5.49 -1.52 -0.99
38 H 5.76 0.13 -0.43
39 H 4.47 0.67 1.60
40 H 3.03 0.80 3.80
41 H 1.76 1.38 2.72
42 H -0.72 1.63 2.77
43 H -0.60 0.30 1.58
44 H -2.72 0.63 3.72
45 H -2.26 -1.54 1.62
46 H -3.58 -1.59 2.79
47 H -5.59 0.90 1.22
48 H -5.63 -0.59 2.16
49 H -4.88 0.86 2.83
50 H -5.24 0.48 -0.80
51 H -4.39 1.96 -0.39
52 H -1.98 0.68 -1.93
53 H -2.72 2.04 -4.48
54 H -0.28 1.66 -5.02
55 H -0.11 0.69 -3.48
56 H -1.86 -0.92 -4.27
57 H -2.05 0.02 -5.83
58 H -1.20 -1.99 3.99
59 H -1.35 -0.72 5.23
60 H 1.78 -2.28 2.11

(5)
Formula: C20H31O2V
Source: OMol25
Level of theory: ωB97M-V/def2-TZVPD

Net charge ... -1
Strongest force on any atom ... 3.09 eV/A
HOMO level (alpha / beta) ... -0.414 / -3.483 eV
Orbital gap (alpha / beta) ... 3.251 / 6.307 eV
Spin multiplicity ... 4
Energy above the lowest of the compared OMol25 structures with the same formula, charge and spin ... 25.2 kJ/mol

Element x y z (Å)
1 O -0.65 -0.16 -5.00
2 C -1.35 0.86 -5.92
3 C -0.44 0.54 -7.09
4 H -1.23 1.86 -5.46
5 H -2.40 0.59 -6.16
6 C -0.11 -0.74 -6.24
7 H 0.40 1.24 -7.17
8 H -0.90 0.33 -8.06
9 C 1.33 -1.22 -6.32
10 H 2.06 -0.43 -6.12
11 H 1.53 -1.57 -7.35
12 H 1.47 -2.11 -5.67
13 C -0.99 -1.92 -6.62
14 H -2.02 -1.54 -6.68
15 H -0.94 -2.71 -5.84
16 H -0.69 -2.35 -7.59
17 V -0.32 -0.26 -1.53
18 C -2.18 -0.47 -0.37
19 C -2.05 0.95 -0.45
20 C -2.14 1.34 -1.83
21 H -1.97 1.63 0.41
22 C -2.35 0.17 -2.62
23 C -2.38 -0.94 -1.73
24 H -2.65 -1.94 -2.06
25 H -2.23 -1.11 0.50
26 H -2.04 2.35 -2.25
27 H -2.64 0.13 -3.67
28 C 0.70 -1.76 -0.19
29 C -0.19 -2.39 -1.12
30 C 0.34 -2.22 -2.45
31 H -1.07 -2.98 -0.88
32 C 1.59 -1.54 -2.33
33 C 1.80 -1.23 -0.95
34 H 2.69 -0.72 -0.57
35 H 0.57 -1.75 0.89
36 H -0.02 -2.73 -3.34
37 H 2.32 -1.44 -3.13
38 O 2.23 1.69 -5.39
39 C 2.00 1.01 -4.10
40 C 0.96 1.84 -3.33
41 H 2.98 0.97 -3.57
42 H 1.68 -0.04 -4.21
43 C 0.92 3.19 -4.10
44 H 1.26 1.97 -2.28
45 H -0.04 1.33 -3.35
46 C 2.17 3.07 -4.95
47 H 0.92 4.09 -3.46
48 H 0.01 3.23 -4.73
49 H 3.04 3.23 -4.30
50 H 2.23 3.77 -5.78
51 C 0.72 1.16 -0.10
52 H 1.76 1.40 -0.36
53 H 0.75 0.66 0.89
54 H 0.30 2.16 0.09

(6)
Formula: C20H32AlF12O16S4
Source: OMol25
Level of theory: ωB97M-V/def2-TZVPD

Net charge ... -1
Strongest force on any atom ... 2.71 eV/A
HOMO level ... -6.696 eV
Orbital gap ... 3.375 eV

Element x y z (Å)
1 Al -0.30 0.63 -0.14
2 C 3.18 1.03 4.12
3 F 3.65 2.22 3.77
4 F 3.74 0.09 3.36
5 F 3.47 0.85 5.39
6 S 1.32 0.89 3.89
7 O 1.09 0.77 2.44
8 O 0.96 -0.31 4.63
9 O 0.76 2.10 4.46
10 C -3.58 1.61 4.12
11 F -4.21 1.34 5.26
12 F -4.48 2.05 3.24
13 F -2.67 2.54 4.33
14 S -2.75 0.04 3.45
15 O -1.89 -0.48 4.50
16 O -3.86 -0.85 3.18
17 O -2.05 0.50 2.24
18 C 0.60 2.18 -4.83
19 F 1.65 1.40 -4.51
20 F 1.05 3.40 -5.06
21 F -0.03 1.68 -5.88
22 S -0.61 2.08 -3.38
23 O 0.09 2.51 -2.16
24 O -1.67 2.97 -3.76
25 O -0.91 0.65 -3.24
26 C 0.20 -4.55 1.73
27 F 0.43 -5.37 2.73
28 F 0.94 -4.88 0.67
29 F -1.10 -4.65 1.43
30 S 0.56 -2.75 2.28
31 O -0.05 -1.84 1.29
32 O -0.09 -2.65 3.58
33 O 1.99 -2.60 2.32
34 C 4.57 1.16 -0.85
35 C 4.59 0.09 0.22
36 C 3.23 -0.58 0.13
37 O 2.43 0.28 -0.64
38 C 3.27 0.87 -1.63
39 H 5.40 1.13 -1.56
40 H 4.56 2.19 -0.48
41 H 4.76 0.51 1.21
42 H 5.38 -0.64 -0.01
43 H 2.83 -0.80 1.12
44 H 3.32 -1.55 -0.38
45 H 2.79 1.78 -1.98
46 H 3.40 0.16 -2.45
47 C -3.14 -2.99 -2.19
48 C -3.25 -3.43 -0.74
49 C -3.07 -2.16 0.06
50 O -2.40 -1.23 -0.81
51 C -2.78 -1.49 -2.14
52 H -4.10 -3.07 -2.72
53 H -2.40 -3.60 -2.71
54 H -2.47 -4.13 -0.44
55 H -4.23 -3.87 -0.51
56 H -2.57 -2.19 1.02
57 H -4.03 -1.71 0.32
58 H -1.92 -1.39 -2.81
59 H -3.55 -0.82 -2.54
60 C -1.15 5.16 1.83
61 C -1.29 5.59 0.35
62 C -1.77 4.34 -0.39
63 O -1.36 3.27 0.48
64 C -1.47 3.67 1.84
65 H -1.82 5.81 2.40
66 H -0.18 5.36 2.29
67 H -0.30 5.96 0.09
68 H -2.03 6.39 0.28
69 H -1.27 4.12 -1.33
70 H -2.86 4.39 -0.52
71 H -0.78 3.06 2.42
72 H -2.46 3.53 2.27
73 C 0.85 -3.78 -2.62
74 C 1.70 -2.79 -3.38
75 C 0.91 -1.51 -3.15
76 O 0.36 -1.65 -1.83
77 C 0.53 -2.99 -1.34
78 H 1.32 -4.73 -2.35
79 H -0.10 -4.01 -3.11
80 H 1.82 -3.05 -4.43
81 H 2.70 -2.74 -2.93
82 H 0.12 -1.53 -3.91
83 H 1.45 -0.57 -3.23
84 H -0.37 -3.45 -0.95
85 H 1.42 -3.03 -0.72

(7)
Formula: C20H32Br3Cl6NO9Zr
Source: OMol25
Level of theory: ωB97M-V/def2-TZVPD

Net charge ... +2
Strongest force on any atom ... 8.24 eV/A
HOMO level ... -13.211 eV
Orbital gap ... 5.401 eV

Element x y z (Å)
1 Zr -2.24 0.50 0.82
2 C 1.05 3.04 -0.78
3 C 0.83 2.21 -2.03
4 C 2.30 2.11 -2.71
5 C 2.44 1.01 -3.73
6 C 2.02 -0.28 -3.12
7 C 0.56 -0.27 -2.58
8 N 0.27 0.84 -1.67
9 O -1.08 0.93 -1.09
10 C 0.40 -1.65 -1.92
11 C -0.45 -0.37 -3.80
12 C -0.11 2.99 -3.01
13 H 1.57 3.98 -0.99
14 H 1.48 2.53 0.08
15 H 0.04 3.28 -0.43
16 H 3.05 2.10 -1.91
17 H 2.50 3.04 -3.25
18 H 3.47 0.86 -4.03
19 H 1.88 1.23 -4.65
20 H 2.76 -0.34 -2.33
21 H 2.22 -1.15 -3.74
22 H 0.81 -2.52 -2.43
23 H -0.62 -1.85 -1.61
24 H 0.86 -1.68 -0.94
25 H -1.48 -0.56 -3.50
26 H -0.08 -1.07 -4.55
27 H -0.50 0.56 -4.37
28 H -1.13 2.86 -2.66
29 H -0.06 2.59 -4.02
30 H 0.07 4.06 -3.12
31 C 0.89 -1.79 2.53
32 C -0.23 -0.95 1.93
33 O -1.13 -1.33 1.19
34 O -0.37 0.24 2.01
35 H 1.22 -2.43 1.71
36 H 0.54 -2.37 3.39
37 H 1.77 -1.22 2.84
38 C 5.36 -1.75 -0.79
39 Br 6.72 -2.36 0.52
40 Br 5.84 -0.05 -1.63
41 Br 3.51 -1.80 -0.04
42 H 5.36 -2.44 -1.64
43 C -2.45 -2.36 5.77
44 Cl -2.37 -3.53 4.50
45 Cl -1.12 -1.15 5.54
46 Cl -2.41 -3.26 7.35
47 H -3.45 -1.92 5.70
48 C 3.59 -3.56 4.86
49 Cl 4.89 -3.77 6.09
50 Cl 4.22 -3.06 3.28
51 Cl 2.34 -2.49 5.47
52 H 3.06 -4.49 4.67
53 C -0.61 5.50 2.76
54 C -1.68 5.07 3.77
55 O -2.20 3.87 3.22
56 C -1.54 3.54 2.15
57 O -1.77 2.56 1.48
58 O -0.66 4.46 1.82
59 H 0.35 5.59 3.25
60 H -0.92 6.45 2.32
61 H -2.45 5.83 3.90
62 H -1.20 4.79 4.70
63 C -5.12 -3.66 -1.82
64 C -4.64 -2.85 -3.02
65 O -3.78 -1.94 -2.47
66 C -3.89 -1.93 -1.12
67 O -3.39 -1.16 -0.41
68 O -4.79 -2.82 -0.77
69 H -4.64 -4.64 -1.80
70 H -6.17 -3.87 -2.00
71 H -5.47 -2.37 -3.54
72 H -4.03 -3.54 -3.60